<w>
# C24H58BrN3O2

A cluster of 4 separate species, C24H58BrN3O2 in total (the ωB97M-V functional and the def2-TZVPD basis, the OMol25 dataset).

Each line ends with the Löwdin spin population.
Element x y z (Å)
Br -1.91 -1.21 0.99  0.980
C -4.15 -5.50 -0.84  0.000
C -2.78 -4.74 -0.92  0.000
N -2.54 -3.98 -2.23  0.000
C -1.06 -3.49 -2.12  -0.001
C -2.77 -4.85 -3.50  0.000
C -1.81 -6.06 -3.63  0.000
C -3.59 -2.76 -2.32  0.002
C -3.26 -1.72 -3.39  0.000
O -3.49 -2.12 -4.72  0.000
C -3.16 -1.11 -5.59  0.000
H -4.38 -6.24 -1.61  0.000
H -4.90 -4.71 -0.75  0.000
H -4.22 -6.05 0.10  0.000
H -1.99 -5.48 -0.82  0.000
H -2.73 -3.96 -0.16  0.001
H -1.00 -2.97 -1.16  -0.001
H -0.74 -2.93 -2.99  0.000
H -0.43 -4.37 -2.10  0.000
H -2.72 -4.27 -4.42  0.000
H -3.82 -5.15 -3.43  0.000
H -2.28 -6.97 -4.01  0.000
H -1.41 -6.44 -2.69  0.000
H -0.97 -5.83 -4.28  0.000
H -3.64 -2.32 -1.32  0.002
H -4.57 -3.23 -2.43  0.000
H -2.20 -1.50 -3.29  0.000
H -3.91 -0.88 -3.16  0.000
H -3.90 -0.30 -5.58  0.000
H -3.19 -1.35 -6.65  0.000
H -2.12 -0.82 -5.47  0.000
C 3.40 5.17 2.51  0.000
C 2.62 3.83 2.66  0.000
N 1.14 4.05 3.20  0.000
C 0.37 5.00 2.22  0.000
C 0.33 2.76 3.45  0.000
C 0.21 1.87 2.11  0.000
C 1.18 4.91 4.53  0.000
C 1.64 4.24 5.81  0.000
O 0.65 3.37 6.30  0.000
C 1.05 2.56 7.27  0.000
H 4.22 4.91 1.84  0.000
H 3.92 5.46 3.42  0.000
H 2.77 5.97 2.14  0.000
H 3.20 3.24 3.38  0.000
H 2.52 3.29 1.72  0.000
H 0.79 6.00 2.36  0.000
H -0.63 5.01 2.67  0.000
H 0.24 4.59 1.22  0.000
H -0.66 3.11 3.73  0.000
H 0.68 2.13 4.27  0.000
H -0.03 2.52 1.26  0.000
H -0.51 1.05 2.17  0.000
H 1.12 1.30 2.00  0.000
H 0.17 5.24 4.77  0.000
H 1.75 5.80 4.27  0.000
H 1.93 5.04 6.49  0.000
H 2.61 3.77 5.65  0.000
H 0.32 1.78 7.47  0.000
H 1.14 3.03 8.25  0.000
H 1.99 2.08 6.97  0.000
C -1.35 1.02 -2.53  0.006
C -0.04 0.22 -2.53  0.001
C 0.94 0.84 -1.55  0.001
N 2.21 -0.01 -1.22  0.000
C 2.85 -0.52 -2.55  0.000
C 3.30 0.79 -0.44  0.000
C 3.85 -0.26 0.56  0.000
C 2.57 -1.05 0.91  0.000
C 1.85 -1.26 -0.41  -0.001
H -1.96 0.97 -1.63  0.008
H -2.09 0.71 -3.27  0.000
H -1.18 2.08 -2.72  0.000
H 0.48 0.27 -3.48  0.000
H -0.16 -0.82 -2.23  0.001
H 0.61 1.19 -0.57  0.000
H 1.36 1.79 -1.89  0.000
H 2.30 -1.41 -2.86  0.000
H 3.85 -0.87 -2.28  0.000
H 2.82 0.29 -3.28  0.000
H 3.99 1.20 -1.18  0.000
H 2.81 1.58 0.12  0.000
H 4.67 -0.88 0.20  0.000
H 4.19 0.32 1.42  0.000
H 2.77 -1.99 1.43  0.000
H 1.91 -0.43 1.50  0.000
H 2.18 -2.17 -0.90  0.000
H 0.77 -1.36 -0.23  -0.001

Its spin multiplicity is 2. Its expectation value of S² is 0.75. For the HOMO energy (spin up / spin down), the calculation gives -0.6074 / -0.6074 Eh. The total charge is +3.

<x>
# C24H58BrN3O2

A cluster of 4 separate species, C24H58BrN3O2 in total (the ωB97M-V functional and the def2-TZVPD basis, the OMol25 dataset).

Each line ends with the Löwdin spin population.
Element x y z (Å)
Br -2.59 18.95 -1.00  0.928
C -1.79 14.95 -1.91  0.000
C -2.89 14.02 -1.32  0.000
N -4.12 14.79 -0.61  0.000
C -5.18 13.80 -0.19  0.000
C -3.60 15.56 0.68  0.001
C -3.22 14.61 1.95  0.000
C -4.74 15.89 -1.47  0.002
C -5.51 15.44 -2.61  0.000
O -5.72 16.53 -3.40  0.000
C -6.44 16.38 -4.62  0.000
H -2.06 15.43 -2.84  0.000
H -0.86 14.39 -2.08  0.000
H -1.47 15.76 -1.26  0.001
H -2.55 13.43 -0.47  0.000
H -3.35 13.56 -2.20  0.000
H -5.86 14.36 0.46  0.000
H -4.69 13.03 0.41  0.000
H -5.69 13.31 -1.02  0.000
H -4.40 16.23 0.99  0.000
H -2.81 16.27 0.42  0.000
H -2.73 13.65 1.75  0.000
H -4.13 14.10 2.26  0.000
H -2.63 15.21 2.64  0.000
H -4.01 16.63 -1.80  0.002
H -5.44 16.41 -0.82  0.000
H -6.42 14.88 -2.38  0.000
H -5.01 14.79 -3.32  0.000
H -5.81 15.72 -5.21  0.000
H -6.35 17.35 -5.11  0.000
H -7.45 15.99 -4.43  0.000
C -4.33 19.29 2.56  0.007
C -3.40 19.47 3.73  0.001
N -1.90 19.70 3.36  0.000
C -1.21 20.17 4.71  0.000
C -1.20 18.38 2.87  -0.001
C -1.33 17.20 3.78  0.000
C -1.67 20.79 2.27  0.000
C -1.91 22.27 2.69  0.000
O -3.27 22.25 3.14  0.000
C -3.66 23.36 3.84  0.000
H -5.34 19.01 2.86  0.000
H -4.08 18.46 1.91  0.006
H -4.62 20.26 2.15  0.000
H -3.51 18.67 4.47  0.000
H -3.76 20.37 4.22  0.000
H -1.40 19.49 5.55  0.000
H -1.57 21.16 4.99  0.000
H -0.15 20.26 4.50  0.000
H -0.14 18.54 2.69  0.000
H -1.66 18.18 1.91  -0.001
H -2.37 16.87 3.79  0.000
H -0.92 17.40 4.77  0.000
H -0.97 16.23 3.45  0.000
H -2.43 20.49 1.55  0.001
H -0.66 20.71 1.87  0.000
H -1.88 22.98 1.87  0.000
H -1.15 22.72 3.33  0.000
H -3.88 24.18 3.15  0.000
H -2.79 23.72 4.39  0.000
H -4.59 23.32 4.40  0.000
C -0.14 18.71 -4.31  0.002
C 0.70 18.70 -3.04  0.020
C 1.29 17.37 -2.62  0.001
N 1.94 17.39 -1.19  0.000
C 2.78 18.68 -1.00  0.000
C 1.03 17.21 0.04  0.002
C 1.86 16.50 1.12  0.000
C 3.10 16.00 0.43  0.000
C 2.86 16.18 -1.07  0.000
H -0.86 17.90 -4.19  0.001
H 0.56 18.63 -5.14  0.000
H -0.77 19.58 -4.51  0.000
H 0.03 19.12 -2.29  0.021
H 1.44 19.50 -2.97  0.001
H 2.10 17.15 -3.30  0.000
H 0.56 16.56 -2.61  0.000
H 2.08 19.49 -0.82  0.000
H 3.31 18.89 -1.93  0.000
H 3.48 18.54 -0.17  0.000
H 0.46 18.09 0.31  0.002
H 0.32 16.45 -0.30  0.000
H 2.11 17.28 1.84  0.000
H 1.13 15.85 1.61  0.000
H 4.03 16.43 0.80  0.000
H 3.20 14.94 0.64  0.000
H 3.82 16.27 -1.59  0.000
H 2.27 15.31 -1.34  0.000

Its spin multiplicity is 2. Its expectation value of S² is 0.75. For the HOMO energy (spin up / spin down), the calculation gives -0.6078 / -0.6078 Eh. The total charge is +3.

What should be chosen as the most stable of them? Choose <w>.

<w>
# C2H14NO5

A cluster of 6 separate species, C2H14NO5 in total (the ωB97M-V functional and the def2-TZVPD basis, the OMol25 dataset).

Each line ends with the Löwdin charge.
Element x y z (Å)
O 1.72 -1.14 -0.23  0.178
C 1.38 -0.90 0.85  0.226
C -1.22 0.64 0.98  -0.166
N -1.96 0.84 -0.20  0.070
H 2.04 -0.26 1.50  0.187
H -1.52 1.33 1.75  0.102
H -1.36 -0.38 1.49  0.128
H -1.44 0.52 -1.02  0.097
H -0.15 0.73 0.86  0.019
H -2.96 0.77 -0.24  0.064
H 1.90 2.88 -0.12  0.052
H 2.89 1.77 0.26  0.007
O 2.07 2.24 0.58  -0.078
H 4.66 -0.13 0.11  0.107
H 3.17 -0.35 -0.18  -0.014
O 3.82 0.35 -0.02  -0.032
H 0.51 -2.48 -0.90  0.000
H -0.42 -2.69 -2.06  0.073
O -0.40 -2.30 -1.16  -0.050
H -5.96 -0.43 -0.47  0.044
H -5.23 0.81 -0.92  0.055
O -5.12 0.02 -0.35  -0.067

For the HOMO energy, the calculation gives -0.4667 Eh. The total charge is +1.

<x>
# C2H14NO5

A cluster of 5 separate species, C2H14NO5 in total (the ωB97M-V functional and the def2-TZVPD basis, the OMol25 dataset).

Each line ends with the Löwdin charge.
Element x y z (Å)
O -1.05 -1.29 2.44  0.081
C -0.69 -0.38 1.74  -0.219
C 0.72 -0.58 1.10  -0.135
N 0.75 -1.93 0.53  0.213
H -1.22 0.54 1.50  0.118
H 0.78 0.22 0.37  0.086
H 1.37 -0.42 1.94  0.139
H 0.59 -1.87 -0.47  0.153
H 1.65 -2.41 0.66  0.181
H 0.07 -2.49 1.06  0.165
H 0.91 2.59 2.32  0.045
H -0.13 3.53 1.94  0.053
O -0.05 2.65 2.34  -0.051
H -1.14 -0.48 -1.64  0.030
H -2.48 -0.10 -0.94  0.070
O -1.74 -0.72 -0.92  -0.025
H 0.65 1.63 -4.67  0.076
H 0.08 0.22 -4.60  0.070
O 0.35 0.96 -4.04  -0.038
H 0.82 0.55 -2.37  0.005
H 1.87 1.24 -1.53  0.067
O 1.36 0.42 -1.56  -0.084

For the HOMO energy, the calculation gives -0.5084 Eh. The total charge is +1.

What should be chosen as the most stable of them? Choose <x>.

<w>
# C39H35N7O7P3Pb

A structure of composition C39H35N7O7P3Pb (the ωB97M-V functional and the def2-TZVPD basis, the OMol25 dataset).

Each line ends with the Löwdin charge.
Element x y z (Å)
Pb -0.30 0.05 -1.26  1.340
C -2.36 3.02 -1.82  -0.174
N -1.19 2.26 -2.24  -0.081
C -0.49 2.72 -3.21  -0.117
C 0.69 2.05 -3.65  -0.355
C 1.49 2.34 -4.76  -0.071
C 2.48 1.34 -4.79  -0.110
C 2.23 0.51 -3.70  -0.215
N 1.15 0.94 -3.00  -0.088
C -2.06 4.42 -1.34  -0.214
C -2.96 5.45 -1.58  -0.055
C -2.72 6.74 -1.11  -0.104
C -1.56 7.01 -0.40  -0.108
C -0.65 5.99 -0.17  -0.076
C -0.89 4.70 -0.63  -0.040
H -2.85 2.46 -1.02  0.083
H -3.07 3.08 -2.65  0.118
H -0.78 3.64 -3.73  0.140
H 1.35 3.15 -5.45  0.092
H 3.28 1.23 -5.50  0.079
H 2.79 -0.35 -3.38  0.076
H -3.87 5.24 -2.14  0.105
H -3.44 7.53 -1.31  0.093
H -1.37 8.01 -0.04  0.093
H 0.26 6.19 0.39  0.102
H -0.20 3.90 -0.42  0.101
N 3.13 -1.46 -1.19  -0.119
P 2.27 -0.78 0.22  1.042
C 2.77 -2.11 1.38  -0.337
C 1.82 -2.83 2.11  -0.087
C 2.22 -3.88 2.93  -0.070
C 3.56 -4.23 3.03  -0.100
C 4.51 -3.51 2.32  -0.098
C 4.11 -2.46 1.50  -0.112
C 3.49 0.55 0.52  -0.345
C 4.02 0.80 1.78  -0.088
C 4.91 1.85 1.96  -0.085
C 5.26 2.67 0.90  -0.101
C 4.73 2.43 -0.36  -0.086
C 3.85 1.37 -0.55  -0.088
C 2.52 -2.35 -2.04  -0.422
C 3.27 -3.37 -2.67  -0.017
C 2.63 -4.20 -3.56  -0.083
C 1.27 -4.03 -3.81  -0.085
C 0.63 -3.01 -3.15  -0.163
N 1.22 -2.19 -2.29  0.027
H 4.11 -1.65 -1.06  0.088
H 0.78 -2.55 2.05  0.071
H 1.47 -4.42 3.50  0.104
H 3.86 -5.04 3.68  0.095
H 5.56 -3.75 2.41  0.095
H 4.87 -1.90 0.98  0.099
H 3.72 0.19 2.62  0.107
H 5.31 2.04 2.95  0.100
H 5.94 3.50 1.05  0.095
H 4.99 3.07 -1.20  0.100
H 3.43 1.20 -1.53  0.075
H 4.32 -3.48 -2.44  0.107
H 3.19 -4.99 -4.05  0.103
H 0.74 -4.67 -4.51  0.093
H -0.43 -2.83 -3.31  0.105
O -1.86 3.02 1.89  -0.111
P -1.63 1.54 1.31  0.131
O -2.87 1.05 0.64  -0.339
O -0.37 1.65 0.49  -0.478
O -1.39 0.61 2.59  -0.303
P 0.03 0.37 3.43  0.178
O 0.46 1.89 3.78  -0.143
O -0.34 -0.36 4.65  -0.302
O 1.02 -0.16 2.44  -0.371
H -2.76 3.11 2.23  0.082
H 0.89 2.28 3.01  0.061
N -9.07 -1.50 3.93  0.141
C -8.05 -1.73 3.43  -0.191
C -6.79 -2.03 2.81  -0.239
C -6.46 -3.36 2.54  -0.031
C -5.25 -3.66 1.94  -0.007
C -4.38 -2.62 1.59  -0.167
C -4.71 -1.30 1.85  0.031
C -5.91 -1.01 2.47  -0.003
N -3.16 -2.92 0.97  -0.013
C -2.88 -3.97 0.11  -0.060
C -1.58 -3.82 -0.25  -0.142
N -1.04 -2.71 0.36  0.043
C -2.00 -2.20 1.08  -0.145
H -7.14 -4.15 2.82  0.117
H -4.97 -4.68 1.76  0.110
H -4.04 -0.50 1.55  0.086
H -6.18 0.02 2.67  0.124
H -3.63 -4.69 -0.18  0.108
H -1.00 -4.43 -0.92  0.092
H -1.93 -1.33 1.72  0.111

For the HOMO energy, the calculation gives -0.2004 Eh. The total charge is -1.

<x>
# C39H35N7O7P3Pb

A structure of composition C39H35N7O7P3Pb (the ωB97M-V functional and the def2-TZVPD basis, the OMol25 dataset).

Each line ends with the Löwdin charge.
Element x y z (Å)
Pb -0.06 -0.02 -0.21  1.354
C -1.81 2.75 1.25  -0.181
N -1.80 1.31 1.04  -0.078
C -2.88 0.64 1.22  -0.128
C -2.98 -0.76 0.94  -0.368
C -4.09 -1.61 1.09  -0.073
C -3.69 -2.86 0.64  -0.120
C -2.35 -2.72 0.24  -0.225
N -1.92 -1.46 0.42  -0.115
C -0.63 3.23 2.06  -0.213
C 0.55 3.59 1.44  -0.028
C 1.65 4.00 2.19  -0.066
C 1.56 4.06 3.57  -0.111
C 0.38 3.70 4.21  -0.102
C -0.71 3.28 3.45  -0.058
H -2.75 3.05 1.74  0.111
H -1.76 3.21 0.26  0.120
H -3.79 1.14 1.57  0.128
H -5.05 -1.32 1.48  0.091
H -4.28 -3.77 0.61  0.078
H -1.70 -3.48 -0.17  0.103
H 0.63 3.56 0.36  0.090
H 2.57 4.26 1.69  0.109
H 2.40 4.39 4.16  0.096
H 0.30 3.73 5.29  0.097
H -1.64 3.01 3.95  0.105
N 1.24 -2.50 2.11  -0.108
P 0.29 -1.10 2.48  1.021
C 1.29 -0.54 3.92  -0.328
C 2.16 0.52 3.74  -0.077
C 2.99 0.93 4.78  -0.080
C 2.94 0.29 6.00  -0.096
C 2.09 -0.80 6.18  -0.094
C 1.27 -1.21 5.15  -0.097
C -1.06 -1.88 3.45  -0.376
C -1.33 -3.24 3.45  -0.097
C -2.40 -3.74 4.18  -0.088
C -3.21 -2.88 4.91  -0.098
C -2.94 -1.52 4.92  -0.087
C -1.88 -1.02 4.19  -0.107
C 1.99 -2.67 0.95  -0.372
C 3.17 -3.41 1.01  -0.019
C 3.89 -3.62 -0.14  -0.070
C 3.42 -3.10 -1.34  -0.075
C 2.25 -2.37 -1.31  -0.148
N 1.54 -2.17 -0.20  0.030
H 1.71 -2.87 2.92  0.094
H 2.20 1.01 2.77  0.082
H 3.67 1.76 4.63  0.103
H 3.57 0.61 6.82  0.096
H 2.07 -1.32 7.13  0.097
H 0.61 -2.06 5.29  0.101
H -0.71 -3.91 2.87  0.097
H -2.60 -4.80 4.18  0.099
H -4.06 -3.27 5.46  0.095
H -3.57 -0.85 5.48  0.099
H -1.66 0.04 4.18  0.104
H 3.53 -3.78 1.97  0.105
H 4.83 -4.16 -0.11  0.105
H 3.97 -3.21 -2.26  0.105
H 1.85 -1.94 -2.21  0.093
O 1.08 2.44 -4.02  -0.164
P 1.08 2.37 -2.37  0.162
O 1.64 3.67 -1.88  -0.315
O -0.28 1.94 -1.94  -0.413
O 2.16 1.17 -2.18  -0.339
P 3.17 1.03 -0.83  0.177
O 3.85 2.48 -0.79  -0.161
O 4.15 -0.03 -1.14  -0.294
O 2.26 0.86 0.37  -0.472
H 1.44 3.32 -4.23  0.064
H 3.15 3.13 -1.06  0.024
N 1.48 -0.86 -11.12  0.147
C 1.10 -0.90 -10.04  -0.193
C 0.61 -0.96 -8.70  -0.240
C 0.96 0.04 -7.78  -0.008
C 0.47 0.00 -6.49  0.024
C -0.36 -1.05 -6.09  -0.171
C -0.70 -2.05 -7.00  -0.003
C -0.22 -2.01 -8.30  -0.025
N -0.83 -1.12 -4.77  -0.012
C -2.02 -1.66 -4.33  -0.045
C -1.99 -1.56 -2.97  -0.103
N -0.81 -0.99 -2.57  -0.004
C -0.14 -0.72 -3.66  -0.142
H 1.60 0.84 -8.09  0.124
H 0.72 0.78 -5.78  0.103
H -1.32 -2.88 -6.69  0.112
H -0.47 -2.79 -9.00  0.119
H -2.77 -2.03 -5.01  0.112
H -2.73 -1.86 -2.25  0.095
H 0.82 -0.24 -3.68  0.118

For the HOMO energy, the calculation gives -0.1881 Eh. The total charge is -1.

What should be chosen as the most stable of them? Choose <x>.

<w>
# C5H13O

A cluster of 2 separate species, C5H13O in total (the ωB97M-V functional and the def2-TZVPD basis, the OMol25 dataset).

Each line ends with the Löwdin charge.
Element x y z (Å)
C -2.46 0.10 0.71  -0.091
C 2.30 1.44 -0.15  -0.055
C 0.27 -0.99 -1.29  0.009
C -2.25 -1.14 1.17  -0.003
C 1.27 0.49 0.38  -0.150
O 0.12 0.22 -0.54  -0.148
H -0.93 0.10 -0.26  0.146
H -1.90 1.06 1.06  0.109
H -3.26 0.36 -0.07  0.110
H 2.42 2.33 0.52  0.108
H 1.91 1.75 -1.10  0.088
H 3.27 0.89 -0.25  0.106
H -0.37 -1.06 -2.21  0.152
H 1.19 -0.89 -1.73  0.080
H 0.24 -1.75 -0.62  0.074
H -1.51 -1.36 1.84  0.044
H -2.77 -2.00 0.75  0.089
H 1.81 -0.54 0.57  0.174
H 0.65 1.00 1.22  0.159

For the HOMO energy, the calculation gives -0.5595 Eh. The total charge is +1.

<x>
# C5H13O

A cluster of 2 separate species, C5H13O in total (the ωB97M-V functional and the def2-TZVPD basis, the OMol25 dataset).

Each line ends with the Löwdin charge.
Element x y z (Å)
C 2.48 0.40 0.33  -0.039
C -1.40 1.52 0.29  -0.062
C -1.58 -1.58 0.29  -0.080
C 2.24 -0.80 -0.37  0.301
C -0.97 0.47 -0.75  -0.272
O -0.54 -0.73 -0.14  -0.252
H 1.48 0.83 0.52  0.136
H 2.97 1.17 -0.28  0.132
H 2.94 0.27 1.32  0.122
H -0.74 1.47 1.16  0.077
H -2.42 1.35 0.62  0.080
H -1.33 2.52 -0.14  0.084
H -2.22 -1.89 -0.55  0.102
H -1.11 -2.45 0.74  0.096
H -2.21 -1.08 1.03  0.097
H 2.08 -0.81 -1.44  0.123
H 2.22 -1.76 0.14  0.123
H -1.79 0.28 -1.45  0.128
H -0.11 0.84 -1.32  0.107

For the HOMO energy, the calculation gives -0.5098 Eh. The total charge is +1.

What should be chosen as the most stable of them? Choose <x>.

<w>
# CHClO2PS

A cluster of 2 separate species, CHClO2PS in total (the ωB97M-V functional and the def2-TZVPD basis, the OMol25 dataset).

Each line ends with the Löwdin charge.
Element x y z (Å)
C 1.34 -0.42 -0.07  -1.036
O 0.23 -1.03 0.01  -0.344
O -1.32 1.75 0.36  -0.559
P -1.71 0.39 0.66  0.440
S 2.91 -0.88 -0.12  0.406
Cl -2.62 -0.52 -0.99  0.051
H 1.18 0.71 0.15  0.040

For the HOMO energy, the calculation gives -0.1474 Eh. The total charge is -1.

<x>
# CHClO2PS

A cluster of 2 separate species, CHClO2PS in total (the ωB97M-V functional and the def2-TZVPD basis, the OMol25 dataset).

Each line ends with the Löwdin charge.
Element x y z (Å)
C -0.64 -1.40 -1.40  -0.868
O 0.34 0.45 2.26  -0.680
O -1.50 -0.97 -2.06  0.069
P 0.85 0.72 0.92  0.096
S 0.50 -2.00 -0.49  0.694
Cl 0.70 2.85 0.62  -0.121
H -0.25 0.35 0.15  -0.191

For the HOMO energy, the calculation gives -0.1123 Eh. The total charge is -1.

What should be chosen as the most stable of them? Choose <w>.